{
  "formula": "C4H6ClNOS",
  "method": "the ωB97M-V functional and the def2-TZVPD basis",
  "smiles": "COC(/C=N\\S)=C\\Cl",
  "total_charge": 0,
  "homo_lumo_gap_ev": 8.587,
  "homo_energy_ev": -8.725,
  "species": ["C", "C", "C", "C", "H", "H", "H", "H", "H", "H", "N", "O", "S", "Cl"],
  "positions_angstrom": [[-0.677780, -1.151849, 0.964464], [0.270857, 0.702293, 0.122388], [0.361040, 2.010122, 0.638491], [0.090784, 0.582465, -1.352550], [-0.153823, -1.918663, 1.709968], [-1.798543, -0.748869, 1.365344], [-0.985905, -1.524847, -0.048312], [-0.310513, 2.803101, 0.044801], [-0.068684, 1.574012, -2.032530], [1.181236, -2.176652, -0.577440], [0.095687, -0.334005, -2.192961], [0.443827, -0.306448, 1.006239], [0.651657, -1.983357, -1.900679], [0.900161, 2.472698, 2.252778]],
  "forces_ev_per_angstrom": [[-1.921, -2.214, 2.600], [0.887, 4.217, 1.352], [-2.389, -0.442, -2.074], [-0.921, 3.623, -0.706], [-2.473, 0.565, -1.733], [3.370, -0.403, -0.407], [0.925, 0.037, 0.961], [2.442, -1.418, 1.318], [0.034, -1.599, 2.584], [-0.763, 0.839, -1.509], [1.346, -3.391, -0.035], [-0.072, 0.649, -1.608], [0.187, 0.201, 0.612], [-0.653, -0.664, -1.354]]
}

{
  "formula": "C22H30F2N3O7P2",
  "method": "the ωB97M-V functional and the def2-TZVPD basis",
  "total_charge": -1,
  "homo_lumo_gap_ev": 7.455,
  "homo_energy_ev": -5.171,
  "species": ["N", "P", "N", "P", "O", "O", "C", "C", "C", "C", "C", "O", "C", "O", "C", "C", "C", "N", "O", "C", "O", "O", "H", "H", "H", "H", "H", "H", "H", "H", "H", "H", "H", "H", "H", "H", "H", "H", "H", "H", "H", "H", "F", "C", "C", "C", "C", "C", "C", "H", "H", "H", "H", "H", "F", "C", "C", "C", "C", "C", "C", "H", "H", "H", "H", "H"],
  "positions_angstrom": [[2.568188, 1.387435, -0.631119], [2.329895, 0.490633, 0.629854], [0.979905, -0.578666, 0.602332], [1.276337, -1.945654, -0.398831], [1.934236, -2.985580, 0.717833], [2.597912, -1.476258, -1.281874], [-0.382625, 0.068206, 0.448492], [-1.396735, -0.699803, 1.299170], [-1.646984, -2.183536, 0.999449], [-2.400379, -2.550257, -0.281906], [-3.890236, -2.318719, -0.103760], [-4.607943, -2.253356, -1.354696], [-4.567638, -3.394387, -2.073746], [-4.142156, -3.479646, -3.194983], [-0.750742, 0.317053, -1.005777], [-2.200234, 0.733996, -1.287228], [-2.578773, 2.177729, -0.985226], [-1.980429, 3.199504, -1.765083], [-3.417311, 2.441255, -0.153620], [-0.257347, 1.508791, 1.180840], [-0.306997, 1.480634, 2.422686], [-0.064997, 2.460912, 0.431243], [3.426688, 1.109716, -1.093007], [2.237916, 1.157760, 1.851121], [3.394300, -0.401829, 0.834336], [2.505039, -3.617519, 0.270185], [2.989251, -2.248248, -1.702127], [-2.350391, -0.165685, 1.294969], [-1.056295, -0.657180, 2.327652], [-0.726052, -2.761891, 1.067849], [-2.260599, -2.557017, 1.831691], [-2.244532, -3.621059, -0.459935], [-2.039283, -2.044655, -1.176435], [-4.073579, -1.354250, 0.365200], [-4.330171, -3.091344, 0.537130], [-4.999660, -4.263579, -1.538165], [-0.543663, -0.545862, -1.642335], [-0.092752, 1.107801, -1.360246], [-2.941487, 0.118196, -0.781759], [-2.336347, 0.579450, -2.361717], [-1.037963, 2.959676, -2.042644], [-2.545951, 3.456798, -2.561397], [-0.150658, 1.322734, -4.170412], [0.860919, 2.176046, -4.450473], [1.055541, 2.542526, -5.768478], [2.090000, 3.419260, -6.064387], [2.905498, 3.904310, -5.051010], [2.682649, 3.513842, -3.736445], [1.650513, 2.642931, -3.418384], [0.408067, 2.145180, -6.538801], [2.256531, 3.722953, -7.090237], [3.712284, 4.586821, -5.285867], [3.313422, 3.884457, -2.938955], [1.482683, 2.336064, -2.388543], [0.745103, -1.920303, 3.409794], [1.195738, -1.450076, 4.582608], [1.239956, -0.081866, 4.769633], [1.701783, 0.392493, 5.989497], [2.108691, -0.485662, 6.987313], [2.053352, -1.854673, 6.766299], [1.590658, -2.349810, 5.554622], [0.915274, 0.591590, 3.979049], [1.741143, 1.460929, 6.157692], [2.468044, -0.103618, 7.934330], [2.371607, -2.543654, 7.538686], [1.531785, -3.412038, 5.358055]],
  "forces_ev_per_angstrom": [[0.290, 0.314, 0.296], [0.147, 0.131, -0.468], [1.058, 0.080, -1.076], [-1.432, -0.221, 0.041], [0.484, 0.457, 0.064], [0.360, -0.146, 0.363], [-0.367, 0.508, 1.018], [-0.156, -0.713, -0.246], [-0.281, 0.043, 0.133], [0.004, -0.503, 0.009], [-0.131, 0.251, 0.204], [0.354, -0.156, -0.499], [0.289, -0.124, -0.395], [-0.537, 0.193, 0.671], [-0.002, -0.061, -0.394], [0.127, 0.103, -0.043], [-0.011, 0.067, 0.400], [0.129, -0.091, 0.176], [-0.097, -0.091, -0.471], [-0.038, -0.672, 0.235], [0.108, -0.068, 0.410], [0.025, 0.673, -0.562], [-0.113, -0.128, -0.169], [-0.395, -0.040, 0.025], [-0.167, -0.151, 0.359], [-0.014, -0.200, 0.072], [-0.024, 0.021, -0.223], [0.064, 0.142, -0.087], [0.141, 0.215, 0.001], [0.084, 0.071, -0.048], [0.073, -0.050, 0.036], [0.015, 0.021, -0.132], [0.011, 0.168, 0.109], [-0.090, 0.014, -0.010], [-0.020, -0.036, -0.028], [0.158, 0.073, 0.047], [0.013, -0.134, 0.146], [0.129, -0.011, 0.025], [0.148, -0.049, 0.049], [-0.139, 0.131, -0.017], [-0.032, -0.087, -0.142], [-0.072, 0.115, 0.067], [-0.010, 0.011, 0.006], [0.061, 0.039, -0.020], [-0.004, -0.007, -0.039], [0.008, 0.002, 0.016], [0.014, 0.001, 0.008], [0.017, 0.024, -0.052], [-0.170, -0.015, 0.101], [-0.014, -0.004, 0.016], [0.000, -0.007, -0.004], [0.000, 0.002, 0.001], [-0.018, -0.001, 0.021], [0.086, -0.053, -0.017], [-0.014, -0.208, -0.009], [0.005, 0.139, 0.078], [0.061, 0.201, -0.044], [0.028, -0.084, 0.028], [0.005, 0.018, 0.008], [0.002, 0.018, 0.004], [0.002, -0.037, 0.001], [-0.144, -0.099, -0.023], [-0.005, 0.007, -0.010], [0.000, -0.002, 0.003], [-0.008, -0.006, 0.003], [0.003, 0.002, -0.020]]
}

{
  "formula": "C6H9NS",
  "method": "the ωB97M-V functional and the def2-TZVPD basis",
  "total_charge": 0,
  "homo_lumo_gap_ev": 9.196,
  "homo_energy_ev": -8.351,
  "species": ["C", "C", "C", "C", "C", "C", "H", "H", "H", "H", "H", "H", "H", "H", "H", "N", "S"],
  "positions_angstrom": [[0.646253, -0.249116, -1.086558], [1.060955, -0.380879, 0.397987], [0.981218, 0.924737, 1.251532], [-0.174997, 1.918829, 0.858608], [-1.035846, 1.488237, -0.095666], [-0.923269, 0.136668, -0.691176], [1.449527, -1.786628, -1.998847], [0.039228, -2.103461, -1.509399], [1.286322, 0.587331, -1.501139], [1.761686, -1.113913, 0.787411], [0.861636, 0.678109, 2.346516], [1.922676, 1.442796, 1.142499], [-0.340720, 2.912862, 1.259516], [-1.841790, 2.243392, -0.430606], [-1.648384, -0.108345, -1.431748], [0.587019, -1.344098, -1.950496], [-0.682825, -1.023394, 0.698807]],
  "forces_ev_per_angstrom": [[-0.501, 3.588, 0.740], [-3.164, -0.273, 1.601], [-0.279, 0.868, 0.355], [-0.172, -2.111, -1.635], [-0.392, 2.736, 0.452], [2.812, -0.033, 0.371], [2.341, -0.666, -0.581], [-0.181, 0.747, -0.242], [-1.008, -0.687, -0.242], [0.501, 0.212, -0.433], [0.260, 0.024, -1.136], [0.462, 0.439, 0.099], [0.568, -0.217, 0.303], [1.169, -1.543, 0.397], [-0.405, -0.299, -0.470], [-1.515, -1.481, -0.016], [-0.496, -1.306, 0.434]]
}

{
  "formula": "C4H12",
  "method": "the ωB97M-V functional and the def2-TZVPD basis",
  "smiles": "CC.CC",
  "total_charge": 0,
  "homo_lumo_gap_ev": 12.919,
  "homo_energy_ev": -11.753,
  "species": ["C", "C", "H", "H", "H", "H", "H", "H", "C", "C", "H", "H", "H", "H", "H", "H"],
  "positions_angstrom": [[-0.326358, 1.636438, 1.720712], [1.026534, 1.320142, 1.053658], [-0.418007, 2.701550, 1.956154], [-1.162640, 1.340888, 1.078131], [-0.506769, 1.007015, 2.598794], [1.778313, 1.378313, 1.835424], [0.998002, 0.248175, 0.840293], [1.147495, 1.886953, 0.134827], [-0.419651, -0.836425, -1.865611], [-0.187703, -2.020215, -0.925421], [-0.276033, 0.130863, -1.376659], [0.212230, -0.810911, -2.750664], [-1.447141, -0.939132, -2.211382], [0.580192, -1.801580, -0.181510], [0.114779, -2.920112, -1.465297], [-1.113238, -2.321969, -0.441456]],
  "forces_ev_per_angstrom": [[-0.294, -0.255, -0.394], [-1.312, -1.074, 0.996], [-0.099, -0.257, 0.160], [0.105, 0.357, -0.244], [0.380, 0.382, 0.186], [0.564, 0.685, -0.446], [0.134, 0.080, -0.469], [0.532, 0.091, 0.212], [-0.349, -0.133, 0.024], [0.397, -0.176, -0.232], [-0.269, -0.152, 0.091], [0.200, -0.266, 0.033], [-0.049, 0.474, -0.209], [-0.107, -0.152, 0.046], [0.190, 0.123, -0.104], [-0.023, 0.275, 0.349]]
}

{
  "formula": "C33H49N2PbSb2Si",
  "method": "the ωB97M-V functional and the def2-TZVPD basis",
  "total_charge": 3,
  "homo_lumo_gap_ev": 6.300,
  "homo_energy_ev": -15.594,
  "species": ["Pb", "C", "Sb", "C", "C", "C", "C", "C", "C", "C", "C", "C", "Sb", "C", "C", "H", "H", "H", "H", "H", "H", "H", "H", "H", "H", "H", "H", "H", "H", "H", "H", "H", "H", "H", "H", "C", "C", "N", "C", "C", "C", "C", "C", "C", "C", "C", "C", "N", "C", "H", "H", "H", "H", "H", "H", "H", "H", "C", "Si", "C", "C", "C", "C", "C", "C", "C", "C", "H", "H", "H", "H", "H", "H", "H", "H", "H", "H", "H", "H", "H", "H", "H", "H", "H", "H", "H", "H", "H"],
  "positions_angstrom": [[-0.325363, 0.119666, 0.121949], [0.897468, 0.194255, 4.763242], [0.260221, -0.822587, 3.004604], [1.438460, -2.588310, 3.129411], [-1.711526, -1.494040, 3.669000], [-1.698307, -2.976423, 3.877578], [-1.234461, -3.486936, 5.089429], [-1.126534, -4.851442, 5.302144], [-1.467756, -5.732998, 4.285830], [-1.937346, -5.239090, 3.080971], [-2.076174, -3.866837, 2.863183], [-2.715129, -3.411714, 1.587033], [-1.420708, -2.670507, 0.011841], [-2.759956, -2.824154, -1.633413], [-0.185092, -4.354483, -0.360411], [1.087197, -0.567491, 5.518590], [0.104379, 0.860685, 5.096651], [1.805553, 0.767059, 4.587205], [1.052963, -3.199923, 3.943807], [2.468364, -2.299156, 3.335207], [1.401006, -3.151630, 2.199073], [-2.441237, -1.170018, 2.928882], [-1.886753, -0.949204, 4.596506], [-0.966212, -2.797529, 5.883615], [-0.777663, -5.226522, 6.255215], [-1.390680, -6.801178, 4.439562], [-2.238462, -5.932946, 2.303953], [-3.472394, -2.641403, 1.732507], [-3.182215, -4.254308, 1.074970], [-3.184559, -3.827186, -1.605107], [-2.215312, -2.694485, -2.566838], [-3.560863, -2.090562, -1.560700], [-0.856404, -5.168203, -0.632519], [0.375520, -4.623246, 0.532191], [0.495270, -4.147375, -1.183444], [-0.419890, -0.214825, -4.604606], [-0.741511, -0.198904, -3.246340], [0.175707, -0.140501, -2.294140], [1.480901, -0.091090, -2.637876], [1.899696, -0.114620, -3.972970], [0.903878, -0.175907, -4.966123], [3.300412, -0.075082, -4.283304], [4.217551, -0.005468, -3.299307], [3.816570, 0.053127, -1.921455], [4.749531, 0.175844, -0.876006], [4.311223, 0.253035, 0.421426], [2.941219, 0.197243, 0.667985], [2.037071, 0.074752, -0.294039], [2.458059, 0.008153, -1.585607], [-1.205715, -0.259600, -5.345706], [-1.778044, -0.236231, -2.923137], [1.193755, -0.187865, -6.009869], [3.602600, -0.101235, -5.322487], [5.275230, 0.013912, -3.529411], [5.807226, 0.216670, -1.106949], [5.001088, 0.356481, 1.246992], [2.567512, 0.265073, 1.682873], [-1.908259, 3.031710, -1.843513], [-1.916008, 2.831542, -0.016696], [-0.626312, 3.816325, 0.895468], [-1.244117, 5.229640, 1.015796], [0.651039, 3.882806, 0.043863], [-0.282198, 3.277507, 2.289197], [-3.501641, 2.158199, 0.701122], [-3.940121, 0.877675, -0.025302], [-4.533374, 3.275146, 0.412494], [-3.429762, 1.889388, 2.208210], [-2.254483, 4.044851, -2.083345], [-2.576121, 2.332284, -2.346403], [-0.904639, 2.929071, -2.260019], [-1.523980, 5.652016, 0.046424], [-0.495783, 5.896507, 1.452176], [-2.119998, 5.248002, 1.668795], [0.477585, 4.339853, -0.931398], [1.099957, 2.894597, -0.110658], [1.387401, 4.500628, 0.564255], [-1.157247, 3.131978, 2.918316], [0.364069, 4.000398, 2.794286], [0.267858, 2.332776, 2.230770], [-4.012919, 1.008237, -1.107242], [-4.933327, 0.594756, 0.333676], [-3.268573, 0.037672, 0.181832], [-4.681645, 3.440226, -0.657380], [-4.261186, 4.227617, 0.875013], [-5.497097, 2.976516, 0.833782], [-2.609707, 1.214121, 2.474900], [-4.364795, 1.422025, 2.528967], [-3.320182, 2.809088, 2.783251]],
  "forces_ev_per_angstrom": [[-0.054, 0.351, 0.055], [0.038, 0.082, -0.140], [-0.153, -0.238, 0.316], [-0.017, 0.076, -0.072], [0.178, -0.129, -0.125], [0.001, 0.054, -0.020], [-0.035, 0.024, 0.012], [0.031, 0.012, -0.002], [0.024, -0.030, -0.006], [-0.023, 0.019, -0.027], [0.012, -0.057, -0.010], [0.148, 0.188, -0.059], [-0.129, -0.345, -0.070], [0.079, 0.080, 0.011], [0.085, 0.136, 0.040], [-0.018, 0.013, 0.001], [0.017, 0.004, 0.002], [-0.007, -0.015, 0.009], [0.025, 0.001, -0.008], [-0.002, -0.014, -0.005], [0.006, 0.000, 0.007], [-0.041, 0.039, 0.055], [-0.019, 0.002, -0.016], [-0.013, -0.022, 0.005], [-0.022, 0.013, -0.008], [0.005, 0.024, -0.006], [-0.018, 0.002, 0.019], [-0.032, -0.030, 0.014], [-0.053, 0.019, 0.011], [-0.009, 0.009, -0.002], [-0.023, -0.019, 0.003], [0.010, -0.005, 0.005], [0.013, -0.008, 0.003], [-0.018, 0.001, -0.002], [0.002, -0.018, 0.010], [-0.013, -0.009, -0.015], [-0.016, 0.008, 0.046], [-0.028, -0.067, 0.001], [-0.052, 0.004, 0.028], [0.027, -0.006, -0.058], [0.030, 0.001, -0.015], [-0.038, -0.007, -0.042], [0.043, -0.001, 0.028], [0.048, 0.016, -0.004], [0.030, -0.009, -0.035], [0.006, 0.007, 0.029], [-0.021, 0.024, -0.026], [-0.047, -0.106, -0.020], [-0.019, 0.004, 0.062], [0.006, -0.002, 0.009], [0.027, 0.013, -0.019], [-0.013, -0.009, 0.008], [-0.004, -0.013, 0.014], [-0.014, 0.026, 0.010], [-0.011, -0.008, 0.007], [-0.008, 0.001, -0.006], [0.002, 0.001, -0.008], [0.022, -0.039, -0.165], [0.046, -0.173, 0.004], [0.115, -0.144, 0.077], [-0.092, 0.020, -0.029], [-0.029, 0.126, 0.010], [0.030, 0.131, -0.016], [0.056, -0.132, 0.092], [-0.079, 0.094, -0.031], [0.001, 0.087, -0.040], [-0.105, 0.032, -0.010], [0.023, -0.015, 0.006], [-0.023, 0.044, 0.008], [-0.023, 0.031, -0.003], [0.012, 0.006, 0.027], [-0.023, -0.004, -0.009], [0.036, -0.002, -0.002], [0.024, -0.005, 0.014], [0.004, 0.024, 0.003], [0.007, -0.026, -0.019], [-0.008, 0.010, 0.031], [0.024, -0.043, -0.013], [0.001, -0.007, 0.010], [0.009, -0.023, 0.017], [0.016, -0.009, -0.021], [-0.012, -0.034, 0.030], [0.000, -0.011, 0.026], [-0.025, -0.025, 0.002], [0.019, 0.009, -0.011], [-0.008, -0.005, -0.004], [0.025, 0.012, 0.017], [0.036, -0.014, 0.008]]
}

| no. | LUMO (eV) |
| --- | --- |
| 1 | -0.1383 |
| 2 | 2.2840 |
| 3 | 0.8451 |
| 4 | 1.1655 |
| 5 | -9.2937 |